1.
The following is a quantum chemistry calculation of a cluster of 2 separate species, C4H13N2O in total, from OMol25.

Positions of all 20 atoms, in Å:
C  -1.863  -1.828  -1.484
C  -1.099  -1.727  -0.173
C  -0.046  -0.581  -0.211
N  0.568  1.315  1.768
C  -0.208  1.633  0.772
N  -0.532  0.805  -0.136
H  -2.467  -2.745  -1.530
H  -1.189  -1.664  -2.285
H  -2.644  -1.025  -1.424
H  -1.756  -1.617  0.785
H  -0.489  -2.622  -0.116
H  0.606  -0.657  0.541
H  0.741  -0.691  -0.974
H  0.545  1.725  2.704
H  1.350  0.618  1.568
H  -0.416  2.713  0.857
H  -1.486  0.919  -0.734
H  3.995  2.013  0.598
H  3.193  1.794  -0.719
O  3.195  1.623  0.193

## Properties
Total charge: +1
Electronic energy, eV: -9379.037
Molecular weight, g mol⁻¹: 105.16
Gap between HOMO and LUMO, eV: 11.33
Energy above the lowest of the compared OMol25 structures with the same formula, charge and spin, kJ/mol: 245.7

2.
The following is a quantum chemistry calculation of a cluster of 6 separate species, C37H45N8O2 in total, from OMol25.

Positions of all 92 atoms, in Å:
C  0.842  0.231  -0.846
C  -0.372  1.328  -0.470
C  -0.131  1.584  1.166
C  -1.765  0.527  -0.628
C  -2.958  1.218  -1.497
C  -4.242  1.426  -0.447
C  -3.889  2.380  0.840
N  -4.574  3.598  0.942
O  -3.392  0.175  -2.485
C  -4.483  0.653  -3.335
N  -5.437  1.310  -3.952
C  -2.626  2.668  -2.164
C  -1.257  3.401  -1.646
C  -0.736  4.318  -2.953
C  -1.558  4.571  -0.488
N  -0.101  2.506  -1.332
O  0.843  3.301  -0.751
H  0.758  0.043  -2.021
H  0.528  -0.758  -0.263
H  1.902  0.612  -0.524
H  1.057  1.628  1.280
H  -0.524  2.619  1.535
H  -0.473  0.663  1.809
H  -1.522  -0.539  -1.111
H  -2.144  0.252  0.471
H  -5.185  1.895  -0.959
H  -4.437  0.335  -0.005
H  -3.077  2.149  1.670
H  -4.269  4.118  1.794
H  -3.530  3.407  -1.913
H  -2.572  2.665  -3.356
H  -1.664  4.878  -3.444
H  0.038  5.149  -2.608
H  -0.221  3.669  -3.780
H  -0.704  5.392  -0.531
H  -1.749  4.134  0.575
H  -2.540  5.132  -0.863
N  -0.179  -3.379  -2.827
C  -1.163  -3.075  -3.701
C  -1.004  -3.095  -5.078
C  0.241  -3.442  -5.592
C  1.275  -3.758  -4.717
C  1.018  -3.714  -3.356
H  -2.115  -2.808  -3.252
H  -1.831  -2.845  -5.733
H  0.403  -3.467  -6.665
H  2.257  -4.032  -5.085
H  1.792  -3.955  -2.632
N  -1.467  -1.791  1.757
C  -2.353  -2.139  2.715
C  -2.618  -3.449  3.081
C  -1.935  -4.467  2.423
C  -1.017  -4.140  1.430
C  -0.818  -2.800  1.137
H  -2.863  -1.310  3.197
H  -3.339  -3.671  3.860
H  -2.117  -5.506  2.681
H  -0.470  -4.910  0.898
H  -0.110  -2.494  0.372
N  -0.073  0.536  6.041
C  0.578  1.334  6.916
C  1.727  2.044  6.604
C  2.243  1.928  5.318
C  1.596  1.112  4.395
C  0.452  0.445  4.800
H  0.138  1.389  7.907
H  2.207  2.672  7.346
H  3.143  2.468  5.037
H  1.974  1.000  3.385
H  -0.091  -0.201  4.115
N  1.010  1.112  -4.514
C  0.716  0.485  -5.674
C  1.671  -0.056  -6.521
C  3.009  0.056  -6.160
C  3.343  0.698  -4.972
C  2.318  1.203  -4.189
H  -0.342  0.426  -5.912
H  1.377  -0.551  -7.439
H  3.786  -0.354  -6.799
H  4.377  0.803  -4.663
H  2.527  1.710  -3.251
N  4.533  -1.061  4.671
C  3.647  -1.409  5.629
C  3.382  -2.719  5.995
C  4.065  -3.737  5.337
C  4.983  -3.410  4.344
C  5.182  -2.071  4.051
H  3.137  -0.580  6.111
H  2.661  -2.941  6.774
H  3.883  -4.776  5.596
H  5.530  -4.180  3.812
H  5.890  -1.764  3.287

## Properties
Total charge: 0
Electronic energy, eV: -55103.191
Molecular weight, g mol⁻¹: 633.82
Gap between HOMO and LUMO (alpha / beta), eV: 9.34 / 9.32
Multiplicity: 2

3.
The following is a quantum chemistry calculation of a structure of composition C40H42AsF6N2O4PPdS2, from OMol25.

Positions of all 99 atoms, in Å:
Pd  -0.242  -0.607  -1.920
F  0.208  -5.319  -3.988
C  -0.291  -4.281  -4.652
F  -1.504  -4.597  -5.103
F  0.496  -4.017  -5.689
S  -0.463  -2.832  -3.554
O  -1.223  -3.347  -2.444
O  -1.049  -1.802  -4.383
N  1.088  -2.618  -3.163
S  1.944  -1.262  -3.229
O  1.280  -0.144  -3.888
O  2.676  -1.034  -2.008
C  3.259  -1.755  -4.401
F  4.015  -2.712  -3.871
F  2.757  -2.191  -5.547
F  4.016  -0.684  -4.641
C  0.303  -0.304  1.562
C  1.821  -0.413  1.598
As  2.670  0.387  3.177
C  1.510  1.955  3.291
C  0.252  1.970  3.891
C  -0.539  3.112  3.839
C  -0.083  4.251  3.184
C  1.172  4.248  2.592
C  1.966  3.107  2.654
C  1.838  -0.750  4.518
C  1.420  -2.048  4.232
C  0.878  -2.850  5.232
C  0.751  -2.362  6.524
C  1.179  -1.072  6.819
C  1.724  -0.274  5.824
P  -0.494  -1.345  0.291
C  -2.261  -1.318  0.726
C  -3.119  -2.286  0.204
C  -4.486  -2.197  0.416
C  -5.016  -1.135  1.139
C  -4.170  -0.161  1.651
C  -2.798  -0.252  1.448
C  0.072  -3.023  0.688
C  -0.616  -3.860  1.565
C  -0.107  -5.112  1.881
C  1.096  -5.535  1.329
C  1.788  -4.702  0.459
C  1.277  -3.453  0.135
H  0.036  0.731  1.328
H  -0.162  -0.552  2.521
H  2.270  0.103  0.747
H  2.174  -1.443  1.551
H  -0.117  1.090  4.408
H  -1.514  3.111  4.311
H  -0.702  5.139  3.142
H  1.539  5.134  2.090
H  2.949  3.118  2.195
H  1.514  -2.456  3.231
H  0.555  -3.856  4.993
H  0.323  -2.983  7.301
H  1.092  -0.689  7.829
H  2.055  0.730  6.069
H  -2.718  -3.098  -0.396
H  -5.140  -2.955  0.003
H  -6.085  -1.066  1.298
H  -4.575  0.673  2.211
H  -2.160  0.527  1.847
H  -1.548  -3.538  2.012
H  -0.652  -5.758  2.559
H  1.488  -6.515  1.570
H  2.722  -5.028  0.019
H  1.816  -2.815  -0.558
C  0.969  5.886  -3.179
C  1.012  4.534  -2.511
C  2.156  4.111  -1.828
C  2.220  2.867  -1.187
C  3.466  2.434  -0.458
C  1.121  2.051  -1.255
C  -0.056  2.410  -1.971
C  -0.085  3.695  -2.577
N  -1.017  1.465  -2.014
C  -2.350  1.675  -2.635
C  -3.139  0.383  -2.447
C  -2.199  1.916  -4.145
C  -3.120  2.790  -1.911
H  1.913  6.415  -3.054
H  0.177  6.507  -2.757
H  0.776  5.791  -4.248
H  3.022  4.766  -1.799
H  3.675  3.091  0.389
H  4.332  2.466  -1.121
H  3.372  1.411  -0.091
H  1.136  1.085  -0.762
H  -0.954  4.029  -3.120
H  -2.652  -0.467  -2.932
H  -4.127  0.498  -2.897
H  -3.273  0.158  -1.389
H  -1.516  1.180  -4.575
H  -1.838  2.910  -4.400
H  -3.173  1.781  -4.619
H  -3.362  2.473  -0.894
H  -4.060  2.973  -2.438
H  -2.581  3.732  -1.846

## Properties
Total charge: 0
Electronic energy, eV: -164913.503
Molecular weight, g mol⁻¹: 1005.22
Gap between HOMO and LUMO (alpha / beta), eV: 8.48 / 6.82
Multiplicity: 3
Energy above the lowest of the compared OMol25 structures with the same formula, charge and spin, kJ/mol: 40.9

4.
The following is a quantum chemistry calculation of a structure of composition ClH8LiO4, from OMol25.

Positions of all 14 atoms, in Å:
Li  -0.478  0.176  -0.149
Cl  -0.908  2.443  -0.521
O  2.142  2.148  0.355
H  1.893  1.781  1.209
H  1.289  2.488  -0.007
O  1.286  -0.680  0.287
H  1.427  -1.491  0.784
H  2.086  -0.527  -0.229
O  -0.825  -1.326  -1.654
H  -1.093  -2.247  -1.716
H  -0.552  -1.069  -2.542
O  -1.827  -0.495  1.122
H  -2.779  -0.369  1.053
H  -1.662  -0.833  2.007

## Properties
Total charge: 0
Electronic energy, eV: -21050.388
Molecular weight, g mol⁻¹: 114.45
Gap between HOMO and LUMO, eV: 7.96
Energy above the lowest of the compared OMol25 structures with the same formula, charge and spin, kJ/mol: 0.0